1.
{"formula": "C23H30AgN6O4PSSe", "method": "ωB97M-V/def2-TZVPD", "elements": ["Ag", "Se", "N", "C", "C", "C", "C", "C", "N", "C", "C", "N", "C", "C", "C", "C", "C", "N", "H", "H", "H", "H", "H", "H", "C", "C", "C", "C", "O", "P", "O", "O", "O", "C", "C", "C", "C", "H", "H", "H", "H", "H", "H", "H", "H", "H", "H", "H", "H", "H", "H", "H", "H", "H", "H", "S", "C", "N", "C", "C", "N", "H", "H", "H", "H", "H", "H"], "positions_angstrom": [[-0.50, -0.08, -0.75], [5.06, -2.15, 3.72], [5.07, -2.08, 1.95], [3.84, -1.91, 1.57], [3.42, -1.76, 0.18], [4.35, -1.61, -0.86], [3.89, -1.39, -2.13], [2.51, -1.33, -2.34], [1.63, -1.46, -1.37], [2.07, -1.67, -0.12], [1.05, -1.72, 0.97], [-0.25, -1.76, 0.61], [-1.17, -1.65, 1.57], [-0.86, -1.49, 2.92], [0.46, -1.54, 3.29], [1.44, -1.69, 2.31], [2.85, -1.84, 2.63], [3.30, -1.95, 3.85], [5.40, -1.65, -0.62], [4.57, -1.25, -2.96], [2.11, -1.16, -3.33], [-2.20, -1.70, 1.24], [-1.65, -1.35, 3.64], [0.77, -1.46, 4.33], [2.73, 1.72, 1.69], [1.94, 2.72, 0.85], [2.64, 2.94, -0.49], [1.78, 4.03, 1.61], [0.66, 2.09, 0.66], [-0.46, 2.65, -0.40], [-0.55, 4.12, -0.41], [-0.26, 1.90, -1.70], [-1.71, 1.93, 0.38], [-3.07, 2.44, 0.30], [-3.93, 1.30, 0.82], [-3.45, 2.78, -1.14], [-3.20, 3.66, 1.20], [3.71, 2.13, 1.95], [2.88, 0.79, 1.13], [2.18, 1.50, 2.61], [3.64, 3.35, -0.33], [2.07, 3.63, -1.11], [2.72, 1.99, -1.02], [2.77, 4.48, 1.77], [1.32, 3.85, 2.58], [1.15, 4.72, 1.05], [-3.81, 0.42, 0.18], [-4.98, 1.59, 0.83], [-3.62, 1.04, 1.84], [-3.36, 1.90, -1.78], [-2.81, 3.57, -1.53], [-4.49, 3.12, -1.17], [-2.96, 3.39, 2.23], [-4.22, 4.04, 1.17], [-2.51, 4.44, 0.87], [-2.68, -0.97, -2.24], [-2.57, -2.59, -2.61], [-2.56, -3.12, -3.85], [-2.64, -4.58, -3.85], [-2.28, -4.90, -2.38], [-2.48, -3.61, -1.73], [-2.82, -2.55, -4.63], [-1.93, -5.01, -4.54], [-3.64, -4.93, -4.10], [-1.25, -5.24, -2.29], [-2.93, -5.66, -1.96], [-2.20, -3.43, -0.78]], "mulliken_charge": [0.6979, 0.2244, -0.8928, 0.9715, 0.4766, -0.8381, -0.5714, -0.5547, -0.4953, 0.3842, 0.8782, -1.0346, -0.2088, -0.7569, -1.1689, 0.8107, 0.9967, -0.8897, 0.5041, 0.4264, 0.4354, 0.3746, 0.4555, 0.4937, -1.3698, 1.4824, -1.5263, -1.8923, 0.1504, 1.0504, -0.8110, -0.8548, -0.0688, 1.3837, -1.3727, -1.3139, -1.7282, 0.5221, 0.0019, 0.3636, 0.4452, 0.4070, 0.2375, 0.4435, 0.3620, 0.3878, 0.0912, 0.4357, 0.3042, 0.1508, 0.3407, 0.4647, 0.3428, 0.4591, 0.3315, -0.4968, 0.2692, -0.1926, -0.4814, -0.5451, -0.1286, 0.2203, 0.2941, 0.2844, 0.2968, 0.3249, 0.2160], "spin_multiplicity": 1}


2.
{"formula": "C23H30Br2CdNOPSbTe", "method": "ωB97M-V/def2-TZVPD", "elements": ["Cd", "Br", "C", "C", "C", "Br", "C", "C", "C", "C", "N", "C", "C", "O", "H", "H", "H", "H", "C", "C", "Sb", "C", "C", "C", "C", "H", "H", "H", "H", "H", "H", "H", "H", "H", "H", "H", "H", "H", "H", "H", "C", "P", "C", "C", "C", "C", "C", "C", "C", "H", "H", "H", "H", "H", "H", "H", "H", "H", "H", "H", "Te"], "positions_angstrom": [[2.09, 0.89, -0.48], [4.57, 4.22, 2.78], [2.99, 3.24, 3.20], [2.55, 3.22, 4.52], [1.41, 2.52, 4.85], [0.85, 2.54, 6.68], [0.69, 1.82, 3.88], [-0.48, 1.06, 4.14], [-1.09, 0.38, 3.13], [-0.55, 0.45, 1.84], [0.52, 1.16, 1.55], [1.15, 1.84, 2.53], [2.33, 2.59, 2.14], [2.72, 2.65, 0.93], [3.11, 3.74, 5.28], [-0.87, 1.02, 5.15], [-1.98, -0.21, 3.31], [-1.00, -0.08, 1.01], [-3.72, -0.44, -0.93], [-3.12, 0.95, -1.11], [-0.97, 0.74, -1.74], [-1.53, 0.82, -3.84], [-1.49, -0.57, -4.48], [-0.59, 2.87, -1.49], [-1.71, 3.78, -2.01], [-4.78, -0.41, -0.63], [-3.18, -1.00, -0.16], [-3.66, -1.01, -1.86], [-3.19, 1.52, -0.17], [-3.68, 1.51, -1.87], [-0.83, 1.48, -4.34], [-2.53, 1.24, -3.91], [-0.51, -1.02, -4.34], [-1.69, -0.52, -5.56], [-2.23, -1.23, -4.03], [0.35, 3.10, -1.99], [-0.44, 3.03, -0.42], [-1.90, 3.60, -3.07], [-1.44, 4.83, -1.89], [-2.64, 3.61, -1.47], [3.60, -3.67, 0.49], [2.65, -2.08, 0.47], [2.06, -2.11, 2.22], [1.17, -2.67, -0.43], [1.30, -2.89, -1.80], [0.22, -3.31, -2.55], [-1.02, -3.49, -1.95], [-1.17, -3.25, -0.59], [-0.08, -2.83, 0.16], [3.94, -3.91, -0.52], [2.97, -4.48, 0.85], [4.47, -3.57, 1.14], [1.61, -3.07, 2.48], [1.34, -1.31, 2.38], [2.91, -1.92, 2.87], [2.25, -2.69, -2.28], [0.34, -3.46, -3.62], [-1.87, -3.81, -2.54], [-2.14, -3.37, -0.12], [-0.22, -2.63, 1.22], [2.13, 0.57, -3.05]], "mulliken_charge": [1.2921, -0.1951, -0.1395, -0.2623, 0.0119, -0.2800, 1.1684, -0.8704, -1.1231, -0.7329, 1.0396, -0.6518, 0.4608, -0.9266, 0.4223, 0.3163, 0.4929, 0.4321, -0.8153, -1.1473, 0.0194, -0.8916, -0.8605, -0.4470, -1.1917, 0.3859, 0.1118, 0.1769, 0.4153, 0.5287, 0.4766, 0.4606, 0.1013, 0.3794, 0.1849, 0.4734, 0.2118, 0.2444, 0.4274, 0.2645, -1.2537, 0.2303, -0.8292, 0.8609, -0.6435, -0.6966, -0.4428, -0.5709, -0.3518, 0.3836, 0.3232, 0.4288, 0.3840, -0.0229, 0.4271, 0.3205, 0.3899, 0.3905, 0.4029, 0.2232, -0.9167], "spin_multiplicity": 1, "total_charge": -1}


Frontier orbital gap values, unit eV, following the record order: 6.899, 5.378.
ΔE to the lowest compared entry with this formula, charge and spin values, unit eV, following the record order: 1.530, 0.707.